Formula: C15H16N2O2
Source: OMol25
Level of theory: the ωB97M-V functional and the def2-TZVPD basis

ORCA input file:
```
! RIJCOSX wB97M-V def2-TZVPD def2/J DEFGRID3
* xyz 0 1
C 0.6274 0.6810 -1.0722
H -0.2149 1.5728 -2.8825
H 3.1135 -0.6584 0.8311
C -0.1042 -1.3867 0.1805
N -1.2039 2.8607 -0.3397
H -0.1706 -4.4122 3.6373
C 1.4371 -2.3754 1.8010
C -1.5977 -0.4236 -1.6272
H -1.5338 -1.2629 -2.3382
H -2.2452 4.3351 0.8711
C -0.8395 -3.1504 1.7137
O 0.6864 -4.0071 3.4194
C 2.2932 -0.6960 0.0989
C 0.2126 4.2501 -1.2203
C 0.4110 1.8435 -2.0631
H 2.6515 -1.2459 -0.7903
H 1.0259 4.6865 -1.8381
H -1.8666 0.4998 -2.1579
O -1.8101 -3.9993 2.1637
H -2.0833 -2.3522 0.2084
H 1.7430 1.3172 0.6575
C 0.4187 -3.2044 2.3103
H -2.4574 -0.6127 -0.9892
N -0.5780 4.9816 -0.3277
H 2.4250 -2.4716 2.2326
H 2.6942 1.1667 -0.8151
C -0.3340 -0.3158 -0.8362
C 1.1849 -1.5012 0.6936
C -0.1645 2.9441 -1.2488
C 1.8869 0.7062 -0.2500
C -1.4418 4.1312 0.1652
H 1.3856 2.1563 -2.4524
H -2.6616 -3.8079 1.7436
C -1.1013 -2.2916 0.6746
H -1.7885 2.0423 -0.1535
*
```

## Properties
ΔE to the lowest compared entry with this formula, charge and spin = 1.153 eV
DFT total energy = -841.178363 Eh
SMILES = CC1=C(Cc2cnc[nH]2)CCc2cc(O)c(O)cc21

Results of the natural (NBO) charge analysis, in e, for atoms 1 through 8: 0.075 0.224 0.216 -0.074 -0.539 0.489 -0.243 -0.651

Formula: C15H16N3O5PdS
Source: OMol25
Level of theory: the ωB97M-V functional and the def2-TZVPD basis

ORCA input file:
```
! RIJCOSX wB97M-V def2-TZVPD def2/J DEFGRID3
* xyz 3 5
C 0.8783 3.5161 -0.2931
H 3.8636 -5.6145 -1.0310
H 2.3758 -5.5717 1.0058
H -4.4567 4.6009 -0.6485
H -3.8508 -0.1408 2.0541
S -0.3128 -1.3736 -1.3277
C 3.6529 -4.5695 -1.2455
C 1.4205 4.7828 -0.2140
H 0.9558 6.8834 -0.1815
H -5.0787 0.0176 0.7577
H 0.3761 -5.8522 2.4705
O -2.9464 2.7413 -0.6076
C 0.1107 -4.8025 2.3613
O 2.9013 2.1272 -0.2427
C 2.3962 -4.1403 -0.5747
N 0.1021 -3.1262 0.5954
H -0.9696 -4.6805 2.3515
H 0.4938 -4.2747 3.2417
C -1.2539 4.3525 -0.4125
Pd -1.2213 1.2163 -0.4388
H 4.4881 -3.9817 -0.8534
C -0.8039 5.6626 -0.3493
H -1.5094 6.4825 -0.3900
H -4.1884 -1.4913 0.9301
O -3.5351 4.9039 -0.5433
O 0.9533 1.1806 -0.3777
H 2.0176 -2.7006 -1.9765
C 0.5619 5.8774 -0.2431
C 1.8763 -4.7176 0.5688
C 1.6125 2.2178 -0.3037
C -2.6776 3.9337 -0.5305
H 3.6136 -4.4227 -2.3249
H 3.3812 2.9705 -0.2116
C 0.5831 -2.6246 -0.4966
C 0.7161 -4.2094 1.1426
O -3.0767 0.0170 -1.1398
N -0.4317 3.3159 -0.3852
H 2.4892 4.9427 -0.1309
C -3.1011 0.0635 0.0607
N 1.7020 -3.1074 -1.1015
C -4.1077 -0.4042 1.0354
*
```

## Properties
DFT total energy = -1646.637986 Eh
<S²> = 6.021

Results of the natural (NBO) charge analysis, in e, for atoms 1 through 8: 0.056 0.282 0.278 0.546 0.275 0.334 -0.681 -0.149